Entry 1:
{"formula": "C11H20N2O3", "method": "the ωB97M-V functional and the def2-TZVPD basis", "orbital_gap_ha": 0.3258, "lumo_energy_ev": 0.33, "species": ["C", "C", "C", "C", "C", "C", "C", "C", "C", "C", "C", "H", "H", "H", "H", "H", "H", "H", "H", "H", "H", "H", "H", "H", "H", "H", "H", "H", "H", "H", "H", "N", "N", "O", "O", "O"], "coordinates": [[2.39148, 0.62644, 0.37407], [1.10448, 1.48308, -0.01186], [3.86378, 0.86762, -0.34826], [4.60031, -0.46858, 0.09178], [3.30526, -1.42474, 0.60492], [-1.28580, 0.96191, -0.72741], [-1.89484, 2.13973, 0.11887], [-2.18851, -0.23632, -1.02996], [-2.40705, -1.26289, 0.09801], [-3.65586, -2.03116, -0.55512], [-2.98232, -0.46681, 1.40292], [1.79546, -0.76416, -0.65520], [2.72701, 0.81102, 1.40163], [3.60905, 0.86473, -1.42334], [4.19536, 2.05306, -0.20098], [5.12061, -0.97512, -0.81079], [5.24685, -0.32104, 0.97337], [3.44714, -1.56339, 1.72263], [3.21115, -2.44325, 0.00132], [0.07683, -0.40807, 0.42542], [-1.04776, 1.26859, -1.83989], [-1.98013, -0.70698, -2.04843], [-3.13632, 0.24226, -1.42638], [-1.49599, -1.96130, 0.11797], [-3.94149, -2.76523, 0.12796], [-3.28244, -2.40218, -1.59962], [-4.54409, -1.49225, -0.75156], [-1.92921, -0.27749, 1.88259], [-3.57999, 0.69234, 1.17509], [-3.90249, -1.11037, 2.21687], [-0.44577, 3.29989, -0.50945], [2.07631, -0.73026, 0.36124], [0.02621, 0.67369, 0.12883], [1.10569, 2.67935, -0.49313], [-3.04898, 1.94185, 0.72918], [-1.15393, 3.20603, 0.47668]], "forces_ev_per_a": [[1.82, 3.90, 1.55], [1.19, 0.55, -0.99], [-2.05, 1.59, -0.38], [-1.46, -0.30, -0.82], [1.86, -1.55, -0.95], [1.80, 1.60, -0.84], [-4.68, -0.71, 3.76], [-0.33, 0.75, -0.78], [-3.95, 0.78, -1.48], [3.40, -0.53, -1.61], [-0.74, -0.81, 1.63], [0.40, -1.43, 1.07], [-0.68, 0.71, 0.32], [0.49, -0.28, 0.18], [-0.32, -3.55, 0.25], [-0.64, 0.98, 1.77], [-0.02, -0.13, -0.72], [-0.31, -0.18, -1.41], [0.68, 1.95, 1.69], [0.57, 3.62, -0.69], [0.38, 0.27, 2.38], [0.92, 0.14, 1.48], [0.49, -0.28, 1.36], [-1.40, 0.91, 0.74], [-0.36, -1.88, 0.65], [-0.90, -0.05, 1.92], [-0.55, 1.42, 0.03], [-2.43, 0.11, 0.42], [2.15, -4.43, 0.31], [3.47, 1.33, -2.52], [-1.16, -0.58, 4.31], [-0.73, -0.76, -2.68], [-2.72, -1.81, -1.98], [0.08, -3.63, 1.00], [5.21, 3.51, -3.74], [0.50, -1.23, -5.23]], "mulliken_charge": [0.17, 0.23, -0.76, -0.46, -0.66, -0.05, 0.65, -1.51, 0.66, -1.72, -0.95, 0.33, 0.25, 0.32, 0.29, 0.30, 0.28, 0.30, 0.32, 0.48, 0.12, 0.55, 0.36, 0.35, 0.49, 0.35, 0.39, 0.20, 0.38, 0.28, 0.49, -0.45, -0.07, -0.76, -0.62, -0.53]}

***

Entry 2:
{"formula": "C18H56N4O10", "method": "the ωB97M-V functional and the def2-TZVPD basis", "smiles": "NC(N)=O.NC(N)=O.CC(C)O.CC(C)O.CC(C)O.CC(C)O.CO.CO.CO.CO", "orbital_gap_ha": 0.3156, "lumo_energy_ev": -0.07, "species": ["N", "C", "N", "O", "H", "H", "H", "H", "N", "C", "N", "O", "H", "H", "H", "H", "C", "C", "C", "O", "H", "H", "H", "H", "H", "H", "H", "H", "C", "C", "C", "O", "H", "H", "H", "H", "H", "H", "H", "H", "C", "C", "C", "O", "H", "H", "H", "H", "H", "H", "H", "H", "C", "C", "C", "O", "H", "H", "H", "H", "H", "H", "H", "H", "C", "O", "H", "H", "H", "H", "C", "O", "H", "H", "H", "H", "C", "O", "H", "H", "H", "H", "C", "O", "H", "H", "H", "H"], "coordinates": [[0.27098, -6.43050, 1.30737], [-0.78460, -5.67090, 1.46822], [-0.68568, -4.45008, 1.16918], [-1.93488, -6.12422, 2.05673], [0.12885, -7.44856, 1.50630], [1.12849, -6.23013, 0.79048], [-1.53014, -3.92140, 1.30226], [0.02026, -3.99978, 0.55587], [0.26430, -2.70374, 3.17635], [-0.75442, -1.93088, 3.35923], [-0.43941, -0.66990, 3.54753], [-2.11120, -2.36634, 3.32638], [0.01283, -3.61433, 2.70660], [1.27622, -2.48395, 3.39476], [-1.11119, 0.04916, 3.83094], [0.46745, -0.22630, 3.26104], [-1.41504, 1.77307, -4.37445], [-0.70712, 0.46026, -4.15467], [-1.69688, -0.67997, -3.82789], [-0.00514, 0.11689, -5.12812], [-2.05759, 1.78270, -5.29055], [-0.65808, 2.55874, -4.51411], [-1.93331, 2.05332, -3.44479], [0.11546, 0.65496, -3.40039], [-2.20601, -0.50350, -2.88103], [-1.23438, -1.69279, -3.66452], [-2.50515, -0.90717, -4.48056], [0.63635, 0.84279, -5.16336], [-2.38265, 0.35047, 0.62253], [-1.47024, -0.83482, 0.14023], [-2.33640, -2.06108, -0.24537], [-0.74800, -0.41615, -0.77782], [-1.92973, 1.25735, 0.96930], [-3.03012, -0.02823, 1.43684], [-3.05704, 0.67374, -0.18361], [-0.80753, -1.15110, 0.87790], [-1.76064, -2.85606, -0.64007], [-3.06251, -1.72498, -1.01752], [-2.98105, -2.50322, 0.55675], [-0.01617, -0.99568, -0.90415], [1.93954, 0.93008, 0.38649], [3.26605, 0.92161, -0.27410], [3.45306, 2.26118, -0.99822], [4.25093, 0.70312, 0.46922], [1.22377, 1.58366, -0.13331], [2.12958, 1.29333, 1.39159], [1.54035, -0.07893, 0.50959], [3.16223, 0.14050, -0.97119], [3.39306, 2.97251, -0.17994], [2.67872, 2.53597, -1.72951], [4.42261, 2.46426, -1.47158], [4.91944, 0.45156, -0.15859], [-1.38039, 3.71927, -0.23004], [-0.25387, 4.05051, -1.13449], [1.00587, 4.64752, -0.47837], [0.11163, 3.14028, -1.86182], [-1.03946, 3.13957, 0.58543], [-2.25559, 3.24572, -0.73279], [-1.75496, 4.58177, 0.33707], [-0.62923, 4.74414, -1.84861], [1.81792, 4.85426, -1.22024], [1.35741, 3.99653, 0.35718], [0.65258, 5.65149, -0.19196], [-0.19421, 2.32636, -1.57276], [2.22632, -1.43701, -3.46196], [2.83788, -2.60265, -2.85411], [1.35515, -1.76178, -4.02347], [2.94940, -0.97232, -4.10855], [1.89418, -0.84815, -2.64342], [3.14037, -3.16135, -3.64726], [0.29252, 2.43771, 2.95781], [-0.79421, 3.29426, 3.40568], [0.92912, 2.03051, 3.77498], [0.99853, 3.07390, 2.42081], [-0.16286, 1.72575, 2.24688], [-0.66964, 4.13821, 2.96843], [-2.84833, 1.28825, 4.56462], [-1.63445, 1.39771, 5.18783], [-2.79834, 1.71854, 3.59236], [-3.60898, 1.89350, 5.04258], [-3.33809, 0.30764, 4.44922], [-1.16346, 2.17773, 4.80008], [1.73472, -2.73840, 0.15884], [0.74546, -2.89782, -0.78801], [2.09667, -3.66919, 0.53102], [1.25192, -2.20441, 0.96550], [2.58413, -2.14978, -0.12503], [1.19608, -3.26483, -1.53370]], "forces_ev_per_a": [[2.21, -4.24, -0.15], [-6.75, -4.99, 4.12], [0.57, 5.67, -2.02], [5.38, 1.51, -2.79], [0.11, 1.67, -0.22], [-0.83, 0.35, 0.28], [-0.30, 0.25, 0.18], [-1.02, -1.01, 0.49], [3.01, -3.95, -0.98], [-7.90, -0.64, 0.19], [0.79, 3.79, 0.14], [7.07, 2.07, -0.08], [0.72, 1.18, 1.05], [-2.22, -0.17, -0.35], [0.21, -0.93, 0.05], [-1.28, -1.34, 0.49], [-0.42, 0.99, 0.04], [-4.35, 1.05, 6.74], [0.74, -0.93, 2.15], [5.51, -1.80, -8.18], [0.24, -0.22, 0.92], [-0.08, -0.09, -0.05], [-0.29, 0.00, -0.54], [-1.74, -0.22, 1.37], [0.18, 0.28, 0.13], [0.20, 1.04, -0.21], [-0.41, 0.54, -1.39], [0.33, -0.59, -1.14], [-1.11, -1.75, 0.34], [-6.53, -1.73, 5.87], [-2.15, 0.96, 0.36], [4.73, 4.20, -7.93], [0.88, 0.18, 0.22], [0.27, 0.20, -0.30], [0.18, -0.32, -0.10], [0.59, -0.68, 2.67], [0.75, -0.65, -0.60], [0.44, -0.26, 0.19], [0.72, 0.68, -0.23], [0.85, -0.79, -0.63], [-0.71, 0.13, 1.28], [-5.93, 2.55, -5.93], [-0.33, 0.86, -0.31], [6.17, -1.90, 5.40], [0.22, -0.45, 0.31], [-0.29, 0.38, 0.35], [-0.12, 0.17, -0.09], [-0.03, -1.23, -1.80], [-0.03, 0.49, 0.03], [0.08, -0.31, 0.27], [0.02, -0.63, 0.10], [1.25, -0.20, 0.44], [-1.46, 0.83, 0.95], [-1.41, 8.06, 4.45], [-0.71, 1.38, 0.37], [3.89, -8.32, -7.37], [0.40, -1.42, 0.71], [0.79, 0.23, 0.25], [-0.06, 0.25, -0.58], [-0.59, 2.13, -0.17], [-0.73, -0.64, 0.53], [-0.13, 0.74, -0.51], [0.62, -0.18, 0.83], [-0.74, -2.91, 0.51], [-0.05, -1.75, -0.02], [0.60, -1.21, -2.01], [-0.10, 0.25, -0.23], [0.12, 0.64, -0.16], [-0.11, 0.92, 0.51], [-0.58, 1.05, 2.01], [0.02, 1.04, -0.57], [0.82, -0.52, 0.17], [-1.05, -0.12, -0.23], [-0.02, -0.18, -0.29], [0.64, -0.13, 0.58], [-0.14, 0.15, 0.15], [-2.51, 0.57, -0.66], [2.08, 0.13, 0.55], [0.05, 0.19, -1.23], [-0.30, 0.27, 0.54], [1.08, -0.22, 0.40], [-0.92, -0.74, 0.62], [0.28, 1.08, 1.59], [-0.65, 0.19, -0.69], [0.39, -0.94, 0.41], [0.11, 0.00, 0.50], [0.51, 0.35, -0.68], [0.25, -0.34, -1.42]], "mulliken_charge": [-0.35, 0.52, -0.23, -0.74, 0.25, 0.18, 0.06, 0.37, -0.31, 0.40, -0.03, -0.69, 0.32, 0.22, -0.02, 0.12, -1.44, 1.49, -1.08, -0.57, 0.38, 0.32, 0.21, -0.28, 0.00, 0.18, 0.54, 0.46, -0.81, 1.89, -2.24, 0.52, -0.45, 0.37, 0.34, -0.32, 0.47, 0.39, 0.35, -0.50, 0.88, 0.23, -1.40, -0.59, -0.30, 0.55, -0.96, 0.24, 0.31, 0.12, 0.43, 0.53, -0.60, 0.46, -1.06, -0.21, -0.39, 0.25, 0.53, 0.42, 0.31, -0.13, 0.53, -0.18, -0.46, -0.57, 0.46, 0.50, -0.26, 0.30, -0.14, -0.69, 0.51, 0.37, -0.43, 0.34, -0.69, -0.64, 0.15, 0.35, 0.36, 0.39, -0.76, -0.30, 0.43, 0.08, 0.23, 0.14]}

***

Entry 3:
{"formula": "C34H25N6O9PSW", "method": "the ωB97M-V functional and the def2-TZVPD basis", "multiplicity": 3, "s_squared": 2.0454, "orbital_gap_ha": [0.2463, 0.2538], "lumo_energy_ev": [-1.06, -1.95], "species": ["W", "O", "C", "O", "C", "P", "C", "C", "C", "C", "C", "C", "C", "C", "C", "C", "C", "C", "H", "H", "H", "H", "H", "H", "H", "H", "H", "H", "H", "H", "S", "C", "N", "N", "C", "C", "C", "C", "C", "C", "N", "N", "C", "C", "C", "C", "C", "C", "H", "H", "H", "H", "H", "H", "H", "H", "H", "H", "H", "O", "C", "O", "C", "C", "C", "C", "C", "C", "O", "N", "O", "O", "N", "O", "O", "H", "H"], "coordinates": [[-0.62642, -0.20714, -0.41062], [-1.14426, -0.50297, -4.55327], [-1.06931, -0.01412, -3.46004], [-1.15688, -0.69135, -2.32810], [-0.85425, 1.49417, -3.27149], [-1.24915, 1.95531, -1.55484], [-0.37519, 3.48609, -1.18141], [0.22117, 3.68252, 0.06041], [0.85488, 4.88741, 0.33521], [0.89839, 5.88764, -0.62300], [0.30667, 5.69231, -1.86533], [-0.33158, 4.49614, -2.14443], [-3.01306, 2.34483, -1.51481], [-3.47726, 3.50359, -0.90214], [-4.84088, 3.75021, -0.83466], [-5.73801, 2.84556, -1.37825], [-5.27587, 1.68664, -1.98806], [-3.91856, 1.42834, -2.04996], [-1.41934, 2.04126, -4.02368], [0.21119, 1.68396, -3.42666], [0.19928, 2.89627, 0.80282], [1.31759, 5.03862, 1.30137], [1.39590, 6.82352, -0.40435], [0.34083, 6.47222, -2.61441], [-0.80248, 4.35204, -3.10944], [-2.78226, 4.21258, -0.47090], [-5.19836, 4.64976, -0.35137], [-6.80131, 3.03843, -1.32139], [-5.97536, 0.97416, -2.40458], [-3.56984, 0.50437, -2.49438], [1.67475, -0.08464, -1.34852], [2.20279, -1.70893, -0.94736], [3.41682, -2.17055, -1.32853], [4.13913, -1.36058, -2.05243], [5.41584, -1.71648, -2.49562], [6.10953, -0.80846, -3.29127], [7.37811, -1.12667, -3.74255], [7.95538, -2.34347, -3.40463], [7.25313, -3.24135, -2.61088], [5.98297, -2.93950, -2.15014], [1.52472, -2.57479, -0.22718], [0.24552, -2.21469, 0.10023], [-0.22473, -2.81487, 1.15275], [0.66276, -3.39614, 2.21064], [-0.44284, -4.59611, 3.44553], [-1.82785, -4.80068, 2.94363], [-2.33646, -4.02384, 1.99944], [-1.68792, -2.75108, 1.48297], [3.76251, -0.45546, -2.32820], [5.65444, 0.13967, -3.55324], [7.91717, -0.42143, -4.36091], [8.94716, -2.59095, -3.75793], [7.69954, -4.19054, -2.34538], [5.42666, -3.62875, -1.53236], [1.68863, -3.04420, 2.18421], [-0.18196, -5.11988, 4.36027], [-2.38513, -5.64224, 3.33311], [-3.32682, -4.22195, 1.60903], [-2.23836, -2.41968, 0.61500], [-3.96083, 0.80671, 1.29652], [-3.06926, 0.00392, 1.28083], [-2.55026, -0.49708, 0.14898], [-2.43661, -0.52838, 2.54416], [-2.43248, 0.30119, 3.65746], [-1.67568, -0.05288, 4.75729], [-0.87325, -1.17977, 4.78693], [-0.92349, -2.00500, 3.68616], [-1.73463, -1.72765, 2.59454], [-0.20128, 0.67615, 0.98133], [0.03565, -3.12943, 3.61308], [0.96511, -3.06122, 4.55923], [0.51839, -4.78800, 2.40191], [-1.66448, 0.84905, 5.92684], [-1.00555, 0.51078, 6.88623], [-2.33148, 1.86088, 5.85824], [-2.98738, 1.22778, 3.64086], [-0.20426, -1.41117, 5.60151]], "forces_ev_per_a": [[0.72, 0.36, -0.12], [-0.02, 0.00, -0.03], [-0.08, -0.04, 0.00], [-0.13, -0.03, 0.16], [0.00, -0.05, 0.00], [-0.04, 0.00, -0.15], [0.03, 0.00, -0.06], [0.02, -0.01, 0.00], [0.00, 0.00, 0.01], [0.00, 0.00, 0.00], [0.00, -0.01, 0.00], [0.00, 0.01, 0.02], [0.01, -0.01, 0.00], [-0.01, 0.00, 0.02], [0.01, 0.00, 0.01], [0.00, 0.00, 0.00], [0.00, -0.01, 0.00], [0.02, 0.02, -0.01], [-0.01, 0.00, 0.01], [0.00, 0.02, -0.01], [-0.01, 0.00, 0.00], [0.00, 0.00, 0.00], [0.00, 0.00, 0.00], [0.00, 0.00, 0.00], [0.00, 0.00, 0.00], [0.01, 0.00, -0.01], [0.00, 0.00, 0.00], [0.00, 0.00, 0.00], [0.00, 0.00, 0.00], [0.00, -0.01, -0.01], [-0.22, 0.01, 0.01], [-0.07, -0.06, 0.06], [0.02, 0.02, 0.01], [0.01, 0.00, -0.03], [-0.01, 0.00, 0.01], [0.01, 0.00, 0.00], [0.00, 0.00, 0.00], [0.00, 0.00, 0.00], [0.00, 0.00, 0.00], [0.01, 0.00, 0.00], [0.01, 0.14, 0.05], [-0.09, -0.03, 0.17], [0.10, -0.21, -0.15], [0.00, -0.02, -0.04], [0.00, 0.00, -0.01], [-0.01, 0.00, -0.01], [0.03, 0.01, 0.01], [-0.04, -0.01, 0.03], [0.00, 0.00, 0.01], [0.00, 0.00, 0.00], [0.00, 0.00, 0.00], [0.00, 0.00, 0.00], [0.00, 0.00, 0.00], [0.00, 0.00, 0.00], [0.00, -0.01, 0.01], [0.00, -0.01, -0.01], [0.00, 0.00, 0.00], [0.00, 0.01, 0.00], [0.00, -0.05, 0.02], [0.03, 0.05, 0.06], [-0.16, -0.40, -0.15], [-0.03, 0.33, -0.02], [0.00, 0.14, 0.07], [0.00, 0.00, 0.02], [0.00, -0.01, -0.06], [0.00, -0.01, 0.00], [-0.01, -0.01, 0.06], [0.04, 0.01, -0.13], [-0.11, -0.13, 0.09], [0.03, -0.01, 0.02], [-0.01, 0.01, -0.01], [-0.02, 0.00, 0.00], [-0.10, -0.04, 0.07], [0.04, 0.02, -0.02], [0.04, 0.01, -0.02], [0.01, 0.00, 0.01], [-0.01, 0.01, 0.01]], "mulliken_charge": [2.67, -0.63, 0.16, -0.83, -0.73, 1.04, 0.20, -0.29, -0.71, -0.47, -0.71, -0.23, 0.60, -0.68, -0.72, -0.53, -0.72, -0.59, 0.50, 0.51, 0.47, 0.43, 0.39, 0.42, 0.35, 0.38, 0.41, 0.39, 0.43, 0.38, -0.59, 0.45, -0.61, 0.54, 0.66, -0.50, -0.53, -0.52, -0.53, -0.30, -1.16, 0.16, -0.41, 0.08, 0.12, -1.00, -0.95, 0.20, 0.15, 0.34, 0.36, 0.38, 0.36, 0.41, 0.53, 0.58, 0.44, 0.45, 1.24, -0.62, 0.36, -0.60, -0.04, -1.12, -0.52, -0.22, 0.03, 0.32, -0.72, 1.12, -0.90, -0.53, 1.05, -0.62, -0.63, 0.69, 0.69]}

***

Record-wise ΔE to the lowest compared entry with this formula, charge and spin values, in kcal per mole: 196.70 176.47 33.68
Record-wise calculated total energy values, in Eh: -766.11197 -1690.53827 -3122.82871